(1)
The following is a DFT calculation (ωB97M-V with the def2-TZVPD basis set) of C31H55CdN13 as an isolated structure.

Each line ends with the Mulliken charge.
Element x y z (Å)
1 Cd -0.10 0.13 -0.55  3.85
2 C 3.22 -0.12 -4.17  -1.17
3 N 2.92 -0.12 -2.74  0.52
4 C 3.60 0.91 -1.96  -0.80
5 C 2.49 -1.27 -2.10  -0.54
6 N 1.68 -1.16 -1.07  0.24
7 C 1.71 -2.16 0.00  -0.88
8 C 1.81 -1.44 1.36  -1.80
9 N 0.79 -0.37 1.52  0.92
10 C 1.36 0.91 2.02  -1.71
11 C 0.54 2.13 1.63  -0.90
12 N 0.41 2.25 0.16  0.57
13 C 0.43 3.46 -0.35  -0.62
14 N 0.41 4.62 0.43  0.40
15 C -0.62 4.79 1.45  -0.92
16 C 1.64 5.37 0.62  -1.20
17 N 0.42 3.71 -1.68  0.34
18 C 0.12 5.07 -2.18  -1.04
19 C 0.35 2.68 -2.71  -0.70
20 C -0.38 -0.82 2.31  -1.71
21 C -1.18 -1.91 1.61  -0.64
22 N -1.48 -1.57 0.22  0.11
23 C -2.57 -2.05 -0.32  -0.43
24 N -2.68 -2.19 -1.67  0.53
25 C -1.53 -2.41 -2.53  -0.82
26 C -4.00 -2.36 -2.31  -1.06
27 N -3.72 -2.39 0.38  0.39
28 C -4.21 -1.51 1.44  -1.24
29 C -4.12 -3.79 0.47  -1.18
30 N 2.94 -2.45 -2.55  0.19
31 C 4.29 -2.64 -3.10  -1.08
32 C 2.11 -3.66 -2.53  -0.84
33 H 4.29 -0.15 -4.38  0.41
34 H 2.83 0.81 -4.61  0.28
35 H 2.73 -0.96 -4.66  0.41
36 H 3.44 1.89 -2.41  0.35
37 H 4.68 0.73 -1.93  0.29
38 H 3.21 0.94 -0.94  -0.02
39 H 2.58 -2.81 -0.08  0.71
40 H 0.82 -2.80 -0.03  0.21
41 H 2.79 -0.99 1.42  0.44
42 H 1.73 -2.17 2.17  0.33
43 H 2.35 1.03 1.56  0.55
44 H 1.50 0.89 3.10  0.31
45 H 1.04 3.00 2.06  0.44
46 H -0.45 2.08 2.09  0.30
47 H -1.49 4.16 1.21  0.16
48 H -0.96 5.83 1.45  0.35
49 H -0.28 4.55 2.46  0.37
50 H 2.39 5.05 -0.11  0.35
51 H 2.06 5.22 1.62  0.35
52 H 1.47 6.44 0.49  0.37
53 H -0.92 5.34 -2.02  0.32
54 H 0.33 5.09 -3.24  0.40
55 H 0.75 5.82 -1.71  0.34
56 H 0.73 1.74 -2.35  -0.35
57 H 0.97 2.97 -3.55  0.59
58 H -0.67 2.55 -3.06  0.35
59 H -1.02 0.04 2.47  0.29
60 H -0.06 -1.18 3.29  0.46
61 H -2.06 -2.09 2.22  0.53
62 H -0.61 -2.84 1.64  0.32
63 H -1.39 -3.47 -2.74  0.41
64 H -0.61 -2.05 -2.08  -0.38
65 H -1.67 -1.90 -3.48  0.49
66 H -4.43 -3.34 -2.13  0.33
67 H -3.86 -2.24 -3.38  0.36
68 H -4.70 -1.60 -1.96  0.39
69 H -3.78 -0.52 1.32  0.45
70 H -3.99 -1.88 2.44  0.37
71 H -5.29 -1.43 1.35  0.33
72 H -3.68 -4.36 -0.35  0.38
73 H -5.21 -3.88 0.41  0.36
74 H -3.79 -4.24 1.41  0.30
75 H 4.87 -1.73 -3.00  0.34
76 H 4.26 -2.94 -4.14  0.36
77 H 4.79 -3.42 -2.53  0.36
78 H 1.11 -3.42 -2.18  0.00
79 H 2.54 -4.43 -1.89  0.35
80 H 2.03 -4.06 -3.54  0.38
81 N -9.10 5.73 2.00  -0.43
82 C -8.27 5.12 1.49  -0.12
83 C -7.21 4.35 0.86  0.40
84 C -7.06 4.37 -0.53  -0.91
85 C -6.04 3.66 -1.13  -0.64
86 C -5.18 2.91 -0.35  1.18
87 C -5.32 2.88 1.03  -0.13
88 C -6.34 3.60 1.63  -1.00
89 N -4.11 2.17 -0.97  0.40
90 C -4.07 1.71 -2.27  -0.46
91 C -2.88 1.06 -2.40  -1.65
92 N -2.19 1.13 -1.20  0.45
93 C -2.96 1.79 -0.37  -0.88
94 H -7.75 4.96 -1.13  0.47
95 H -5.92 3.71 -2.20  0.40
96 H -4.67 2.27 1.64  0.35
97 H -6.46 3.57 2.71  0.46
98 H -4.87 1.85 -2.98  0.53
99 H -2.48 0.56 -3.27  0.64
100 H -2.71 2.04 0.65  0.34

As for the HOMO-LUMO gap: 0.343 Eh. Its charge is +2.



(2)
The following is a DFT calculation (ωB97M-V with the def2-TZVPD basis set) of a 8-piece molecular cluster, C31H55Cl14FN4O5P overall at a distorted geometry.

Each line ends with the Mulliken charge.
Element x y z (Å)
1 C 2.54 4.75 4.42  -0.79
2 O 2.08 4.94 3.08  -0.04
3 C 1.47 6.22 2.88  -0.65
4 C 0.11 6.44 3.65  -0.49
5 C -1.17 6.17 2.75  -1.07
6 C -1.30 4.65 2.34  0.18
7 C -2.33 3.84 3.25  -0.74
8 C -1.71 2.43 3.74  0.05
9 C -2.64 1.21 3.41  -0.08
10 C -1.93 -0.20 3.56  -0.98
11 N -0.48 -0.12 3.22  1.14
12 P 0.62 0.11 4.62  0.24
13 O 1.51 1.29 4.46  -0.43
14 C -0.03 -0.18 1.99  -3.02
15 N -0.85 -0.33 0.86  1.88
16 C -0.97 -1.77 0.42  1.89
17 C -2.21 -2.11 -0.48  -0.60
18 C -1.88 -2.25 -2.01  0.10
19 N -0.71 -3.11 -2.30  -0.17
20 C 0.34 -2.23 -2.86  0.26
21 C 1.75 -2.88 -3.00  0.76
22 C 2.26 -4.10 -2.32  -0.11
23 C 3.64 -4.51 -2.56  -0.88
24 C 4.55 -3.80 -3.46  -0.63
25 C 4.08 -2.60 -4.13  -0.14
26 C 2.68 -2.17 -3.88  -0.71
27 O 2.23 -0.99 -4.51  -0.55
28 N 1.39 -0.05 1.85  0.67
29 C 1.77 1.02 0.90  -0.03
30 C 1.73 0.62 -0.62  -0.14
31 O 2.72 0.37 -1.26  -0.34
32 C 2.09 -1.33 1.58  0.53
33 C 1.85 -2.43 2.69  -0.21
34 O 2.77 -2.82 3.32  -0.45
35 F 0.61 -2.97 2.98  -0.24
36 H 3.30 3.93 4.43  0.20
37 H 1.68 4.39 5.05  0.17
38 H 2.99 5.67 4.89  0.37
39 H 1.38 6.39 1.77  0.26
40 H 2.21 7.00 3.23  0.48
41 H 0.06 5.85 4.61  0.26
42 H 0.09 7.52 3.96  0.34
43 H -1.01 6.77 1.81  0.36
44 H -2.07 6.52 3.32  0.41
45 H -1.61 4.57 1.25  0.36
46 H -0.26 4.22 2.38  -0.30
47 H -3.18 3.55 2.57  0.24
48 H -2.69 4.46 4.10  0.43
49 H -1.57 2.55 4.85  0.29
50 H -0.69 2.38 3.29  -0.16
51 H -3.47 1.23 4.17  0.49
52 H -3.16 1.31 2.42  -0.25
53 H -2.48 -0.98 2.97  0.18
54 H -2.01 -0.49 4.64  0.68
55 H 1.36 -1.07 4.90  0.12
56 H -0.21 0.35 5.77  0.15
57 H -1.75 0.16 0.94  -0.59
58 H -0.05 -2.00 -0.18  -1.23
59 H -1.03 -2.40 1.34  0.07
60 H -3.02 -1.34 -0.39  0.06
61 H -2.70 -3.07 -0.13  0.23
62 H -2.75 -2.70 -2.57  -0.35
63 H -1.74 -1.23 -2.47  0.05
64 H -0.37 -3.56 -1.46  -0.05
65 H -0.05 -1.88 -3.85  0.57
66 H 0.44 -1.28 -2.24  -0.25
67 H 1.62 -4.69 -1.62  0.11
68 H 4.08 -5.41 -2.06  0.34
69 H 5.59 -4.13 -3.66  0.41
70 H 4.78 -2.06 -4.79  0.63
71 H 2.81 -0.27 -4.20  0.28
72 H 1.00 1.84 1.03  0.02
73 H 2.77 1.42 1.16  0.54
74 H 0.73 0.55 -1.16  0.21
75 H 3.19 -1.11 1.60  0.65
76 H 1.84 -1.82 0.60  -0.09
77 C -5.73 -3.82 -4.12  -0.38
78 Cl -4.14 -4.50 -4.46  -0.13
79 Cl -5.86 -3.30 -2.43  -0.10
80 H -5.90 -2.96 -4.76  0.28
81 H -6.49 -4.58 -4.31  0.33
82 C -3.69 1.72 -1.61  -0.51
83 Cl -3.62 0.95 -0.01  -0.18
84 Cl -2.19 1.47 -2.50  -0.10
85 H -4.51 1.29 -2.17  0.36
86 H -3.84 2.78 -1.48  0.42
87 C -0.63 -6.77 -0.68  -0.37
88 Cl 0.01 -5.54 0.42  -0.09
89 Cl 0.44 -8.17 -0.77  -0.15
90 H -1.60 -7.09 -0.32  0.39
91 H -0.73 -6.34 -1.67  0.24
92 C -8.48 -1.88 0.30  -0.35
93 Cl -8.04 -2.94 1.65  -0.15
94 Cl -7.13 -0.84 -0.17  -0.08
95 H -8.76 -2.49 -0.55  0.27
96 H -9.31 -1.26 0.60  0.32
97 C 4.06 5.18 0.38  0.08
98 Cl 3.50 3.64 -0.30  -0.05
99 Cl 3.40 6.55 -0.51  -0.17
100 H 3.72 5.24 1.42  -0.21
101 H 5.14 5.21 0.34  0.35
102 C 5.32 1.29 -2.97  -0.12
103 Cl 4.75 -0.25 -3.64  -0.07
104 Cl 4.71 2.66 -3.91  -0.16
105 H 4.96 1.38 -1.95  -0.01
106 H 6.40 1.30 -2.98  0.37
107 C 2.62 -4.03 -7.64  -0.42
108 Cl 4.23 -4.70 -7.95  -0.17
109 Cl 2.46 -3.47 -5.96  0.10
110 H 2.45 -3.19 -8.31  0.29
111 H 1.88 -4.81 -7.83  0.28

As for the HOMO-LUMO gap: 0.214 Eh. Its charge is +1.



(3)
The following is a DFT calculation (ωB97M-V with the def2-TZVPD basis set) of C31H55HgNO2P as an isolated structure at a distorted geometry.

Each line ends with the Mulliken charge.
Element x y z (Å)
1 O -3.10 -1.92 -0.92  -0.20
2 C -3.49 -3.27 -0.39  -0.53
3 C -4.53 -3.53 -1.47  -0.63
4 H -3.99 -3.17 0.59  0.25
5 H -2.64 -3.96 -0.39  0.15
6 C -4.30 -2.06 -1.83  1.52
7 H -5.53 -3.72 -1.05  0.25
8 H -4.23 -4.22 -2.26  0.36
9 C -5.53 -1.28 -1.37  -1.92
10 H -5.57 -1.31 -0.28  0.40
11 H -6.45 -1.75 -1.75  0.47
12 H -5.56 -0.25 -1.74  0.41
13 C -3.93 -1.75 -3.27  -1.50
14 H -3.00 -2.26 -3.56  0.33
15 H -3.80 -0.66 -3.37  0.14
16 H -4.75 -2.10 -3.92  0.42
17 Hg -1.46 0.01 0.06  1.36
18 C 0.65 1.87 -3.07  -0.54
19 C 1.23 0.75 -2.41  0.86
20 C 1.61 -0.20 -3.40  -1.52
21 H 1.33 0.61 -1.33  0.37
22 C 1.25 0.31 -4.67  -0.62
23 C 0.62 1.59 -4.47  -1.02
24 H 0.22 2.24 -5.25  0.34
25 H 0.29 2.78 -2.60  0.44
26 H 2.11 -1.15 -3.19  0.43
27 H 1.41 -0.16 -5.63  0.40
28 C -2.88 2.85 -0.15  -0.46
29 C -2.47 2.71 -1.52  -0.61
30 C -2.78 1.42 -1.96  -0.11
31 H -2.06 3.50 -2.14  0.51
32 C -3.34 0.71 -0.83  0.81
33 C -3.46 1.64 0.28  -0.94
34 H -4.03 1.45 1.18  0.45
35 H -2.82 3.75 0.45  0.49
36 H -2.71 1.01 -2.97  0.25
37 H -3.91 -0.18 -0.92  -0.79
38 O -0.92 -4.84 -1.17  -0.47
39 C -0.35 -3.54 -1.49  0.39
40 C 1.11 -3.68 -1.92  0.34
41 H -0.36 -2.92 -0.57  -0.17
42 H -1.00 -3.02 -2.24  -0.19
43 C 1.31 -5.21 -1.89  -0.70
44 H 1.77 -3.22 -1.17  -0.29
45 H 1.33 -3.26 -2.93  0.22
46 C 0.24 -5.67 -0.90  -0.57
47 H 2.35 -5.52 -1.66  0.38
48 H 1.06 -5.58 -2.89  0.27
49 H 0.61 -5.49 0.13  0.25
50 H -0.05 -6.71 -1.02  0.38
51 C 3.22 2.68 -0.12  -1.98
52 C 2.15 2.92 0.95  2.63
53 C 2.76 3.91 1.96  -2.17
54 C 0.94 3.57 0.27  -1.61
55 P 1.51 1.26 1.76  0.06
56 N 0.48 0.36 0.91  -0.64
57 C 3.07 0.20 2.09  1.99
58 C 4.29 0.98 2.62  -1.84
59 C 2.71 -0.92 3.09  -1.93
60 C 3.44 -0.48 0.76  -1.74
61 C 0.77 1.75 3.46  2.40
62 C -0.06 0.55 3.94  -1.70
63 C 1.83 2.10 4.54  -1.95
64 C -0.21 2.93 3.28  -1.86
65 H 3.47 3.65 -0.57  0.62
66 H 2.85 2.04 -0.93  0.09
67 H 4.15 2.26 0.28  0.40
68 H 3.11 4.80 1.40  0.56
69 H 2.05 4.28 2.71  0.28
70 H 3.65 3.51 2.46  0.27
71 H 0.36 2.83 -0.30  0.04
72 H 0.26 4.07 0.97  0.30
73 H 1.30 4.33 -0.44  0.55
74 H 4.09 1.52 3.56  0.25
75 H 5.09 0.25 2.85  0.52
76 H 4.70 1.68 1.89  0.31
77 H 1.77 -1.40 2.79  0.29
78 H 3.50 -1.68 3.05  0.59
79 H 2.64 -0.57 4.13  0.27
80 H 2.59 -1.08 0.41  0.13
81 H 3.73 0.22 -0.02  0.33
82 H 4.30 -1.14 0.94  0.60
83 H 0.57 -0.28 4.31  0.31
84 H -0.72 0.86 4.77  0.50
85 H -0.67 0.18 3.11  0.16
86 H 2.48 2.93 4.26  0.22
87 H 1.31 2.39 5.47  0.53
88 H 2.45 1.23 4.79  0.29
89 H 0.27 3.90 3.10  0.29
90 H -0.93 2.72 2.48  0.16
91 H -0.79 3.05 4.21  0.62

As for the HOMO-LUMO gap: 0.183 Eh. Its charge is -1.



(4)
The following is a DFT calculation (ωB97M-V with the def2-TZVPD basis set) of C31H56BrF6INO3 as an isolated structure at a distorted geometry.

Each line ends with the Mulliken charge.
Element x y z (Å)
1 C -0.09 4.84 4.14  -1.29
2 C 0.18 4.26 2.74  -0.25
3 C 0.37 2.73 2.73  -1.29
4 C 0.11 2.06 1.37  -0.09
5 C 1.37 1.56 0.63  -1.40
6 C 1.41 0.03 0.42  0.94
7 N 2.73 -0.59 0.78  0.70
8 C 3.50 -1.07 -0.46  0.18
9 C 3.22 -0.24 -1.71  -0.99
10 C 4.26 -0.60 -2.80  -0.12
11 C 5.22 0.54 -3.14  -1.35
12 Br 3.35 -1.24 -4.39  -0.14
13 C 3.08 -2.54 -0.59  -0.78
14 C 2.26 -2.89 0.68  2.21
15 C 2.31 -4.36 1.09  -1.17
16 C 1.18 -5.22 0.47  -1.11
17 C 0.02 -5.53 1.43  -0.48
18 C -1.39 -5.53 0.81  -1.28
19 C -1.77 -4.37 -0.13  0.30
20 C -2.98 -3.54 0.33  -1.27
21 C -2.93 -2.07 -0.09  0.55
22 C -4.32 -1.48 -0.36  -0.84
23 C -4.35 0.04 -0.52  -0.62
24 C -4.13 0.50 -1.95  -0.57
25 O -3.01 -0.07 -2.62  -0.45
26 C -1.77 0.48 -2.26  -0.55
27 C 2.71 -1.83 1.68  -1.90
28 I 4.83 -2.30 2.16  0.23
29 C 2.17 -1.66 3.12  -1.05
30 C 0.85 -0.98 3.52  -0.18
31 C -0.41 -1.78 3.34  0.28
32 F -0.44 -2.83 4.14  -0.34
33 F -0.54 -2.27 2.10  0.19
34 F -1.48 -1.06 3.57  -0.33
35 H 0.84 5.14 4.63  0.31
36 H -0.73 5.71 4.09  0.36
37 H -0.57 4.10 4.79  0.34
38 H 1.10 4.71 2.36  0.30
39 H -0.63 4.51 2.06  0.29
40 H 1.38 2.50 3.07  0.23
41 H -0.31 2.30 3.48  0.46
42 H -0.58 1.23 1.52  -0.07
43 H -0.42 2.77 0.72  0.63
44 H 2.27 1.89 1.16  0.50
45 H 1.42 2.04 -0.35  0.38
46 H 1.23 -0.21 -0.63  -0.12
47 H 0.61 -0.47 0.95  -0.63
48 H 3.29 0.11 1.27  0.77
49 H 4.56 -0.94 -0.24  0.38
50 H 3.29 0.84 -1.50  0.27
51 H 2.22 -0.42 -2.10  0.34
52 H 4.85 -1.47 -2.47  0.52
53 H 6.16 0.14 -3.52  0.42
54 H 5.43 1.14 -2.26  0.34
55 H 4.80 1.18 -3.92  0.37
56 H 3.91 -3.24 -0.78  0.27
57 H 2.43 -2.63 -1.46  0.40
58 H 1.23 -2.66 0.38  -0.52
59 H 3.28 -4.79 0.81  0.59
60 H 2.26 -4.43 2.19  0.47
61 H 1.63 -6.16 0.14  0.49
62 H 0.82 -4.74 -0.44  0.59
63 H 0.19 -6.52 1.84  0.42
64 H 0.04 -4.85 2.29  0.15
65 H -2.10 -5.53 1.64  0.48
66 H -1.54 -6.48 0.29  0.36
67 H -2.00 -4.79 -1.12  0.57
68 H -0.93 -3.68 -0.28  -0.41
69 H -3.08 -3.61 1.42  0.46
70 H -3.89 -3.97 -0.11  0.48
71 H -2.46 -1.47 0.70  -0.33
72 H -2.31 -1.97 -0.99  0.06
73 H -4.96 -1.75 0.49  0.41
74 H -4.74 -1.95 -1.25  0.37
75 H -3.63 0.51 0.16  0.14
76 H -5.33 0.41 -0.23  0.43
77 H -4.03 1.60 -1.98  0.25
78 H -4.99 0.23 -2.56  0.44
79 H -1.40 1.15 -3.04  0.44
80 H -1.82 1.04 -1.31  0.22
81 H -1.05 -0.34 -2.13  0.08
82 H 2.19 -2.67 3.54  0.42
83 H 2.93 -1.10 3.67  0.73
84 H 0.91 -0.79 4.60  0.76
85 H 0.71 -0.01 3.06  -0.37
86 C -3.43 5.13 -4.53  -1.03
87 C -3.40 5.77 -3.16  -0.28
88 O -2.25 5.33 -2.39  -0.30
89 C -1.11 5.92 -2.70  0.31
90 O -0.91 6.74 -3.54  -0.51
91 C 0.01 5.44 -1.75  0.92
92 F -0.01 4.10 -1.57  -0.23
93 F -0.13 6.01 -0.54  -0.25
94 F 1.20 5.78 -2.23  -0.26
95 H -3.42 4.04 -4.45  0.23
96 H -4.34 5.42 -5.05  0.38
97 H -2.58 5.44 -5.13  0.32
98 H -4.26 5.47 -2.56  0.33
99 H -3.38 6.85 -3.23  0.36

As for the HOMO-LUMO gap: 0.312 Eh. Its charge is +1.